# C10H27ClNO5V

A structure of composition C10H27ClNO5V (wB97M-V/def2-TZVPD, the OMol25 dataset).

Last column: Mulliken charge in e.
Positions of all 45 atoms, in Å:
H (-3.559, -1.333, 0.203)  0.436
C (1.237, -1.964, 1.270)  -0.049
H (-2.546, 0.991, -4.872)  0.353
O (0.229, 1.234, 3.525)  -0.397
O (-1.377, 1.804, -2.570)  -0.425
H (4.668, 3.137, 1.793)  0.321
H (-0.991, 1.712, -1.695)  0.166
H (1.345, -2.934, -1.942)  0.299
H (2.618, 1.283, 0.318)  0.221
C (-1.654, 0.447, -4.561)  -1.298
V (-1.113, 1.139, 2.598)  1.022
C (-1.286, 0.425, -3.056)  0.300
O (-3.065, 0.521, 1.141)  -0.113
C (1.721, -2.501, -1.015)  -0.712
Cl (0.016, 1.634, 0.303)  -0.426
H (1.148, -0.891, 1.102)  -0.102
H (-1.118, -1.322, 0.364)  0.449
H (-1.869, -0.542, -4.964)  0.369
H (-1.430, -1.788, 3.130)  0.193
H (-0.048, -3.137, 2.581)  0.383
O (0.834, -2.665, 0.101)  -0.361
H (-4.132, 2.191, 0.548)  0.315
H (-0.253, 0.104, -2.918)  0.121
N (-0.940, -1.228, 2.447)  0.028
H (-1.851, -2.605, 1.179)  0.508
H (2.716, -2.914, -0.847)  0.355
H (3.261, 3.538, 0.721)  0.356
H (4.880, 4.070, 0.331)  0.358
C (4.311, 3.249, 0.769)  -0.905
H (-3.674, -1.375, 1.922)  0.408
H (-1.864, -0.333, -2.527)  0.140
H (-4.246, 0.792, -0.519)  0.281
C (-1.744, -1.522, 1.234)  -0.613
H (1.863, -1.454, -1.280)  0.203
H (5.434, 1.535, 0.336)  0.268
H (0.716, -1.758, 3.438)  0.355
H (-5.048, 0.790, 1.050)  0.367
C (-3.108, -0.924, 1.106)  -0.625
C (4.463, 1.953, 0.073)  -0.102
O (3.501, 1.029, 0.593)  0.034
C (0.269, -2.097, 2.503)  -0.837
H (2.233, -2.236, 1.621)  0.605
C (-4.147, 1.102, 0.522)  -0.862
H (4.364, 1.985, -1.012)  0.326
H (-0.766, 0.857, -5.042)  0.288

Results
Total charge: +2
Highest occupied orbital energy (alpha / beta) in eV: -14.742 / -14.726
ΔE to the lowest compared entry with this formula, charge and spin in kcal/mol: 15.74
Orbital gap (alpha / beta) in eV: 5.299 / 2.477
Spin multiplicity: 3